An isolated molecule of C24H36N6O2. Source: the Open Molecules 2025 dataset; level of theory: wB97M-V/def2-TZVPD.

Each line ends with the natural charge from an NBO analysis.
Element x y z (Å)
C -2.44 3.74 1.06  -0.61
C -2.08 2.60 2.00  -0.41
H -1.83 3.00 2.98  0.23
H -2.94 1.94 2.11  0.20
C -0.88 1.78 1.47  -0.09
C 0.35 2.62 1.58  0.34
N 0.51 3.56 2.48  -0.33
N 1.71 4.08 2.30  -0.07
N 2.30 3.52 1.33  -0.07
N 1.49 2.58 0.83  -0.20
C 1.95 1.72 -0.26  0.15
C 3.26 2.32 -0.77  -0.61
H 3.10 3.34 -1.10  0.23
H 3.63 1.73 -1.61  0.21
H 4.01 2.33 0.01  0.23
C 0.92 1.71 -1.39  -0.63
H 1.39 1.41 -2.32  0.22
H 0.50 2.70 -1.53  0.22
H 0.11 1.01 -1.18  0.22
C 2.17 0.32 0.35  -0.42
C 2.67 -0.72 -0.63  -0.62
H 3.66 -0.47 -1.00  0.21
H 2.73 -1.68 -0.13  0.22
H 2.00 -0.82 -1.48  0.20
H 2.89 0.42 1.17  0.21
H 1.22 -0.01 0.79  0.24
N -0.66 0.50 2.13  -0.45
C -0.40 0.59 3.57  -0.24
C 0.66 -0.44 4.00  -0.45
C 0.11 -1.61 4.83  -0.05
O -0.75 -2.45 4.11  -0.75
H -0.29 -2.71 3.29  0.50
H -0.48 -1.23 5.68  0.17
H 0.96 -2.18 5.23  0.16
H 1.14 -0.85 3.11  0.22
H 1.42 0.06 4.60  0.21
H -0.04 1.59 3.78  0.22
H -1.33 0.44 4.14  0.18
C -1.64 -0.51 1.77  -0.26
C -1.28 -1.15 0.46  -0.10
C -1.83 -0.77 -0.71  -0.13
C -1.44 -1.33 -1.97  -0.13
C -1.99 -0.91 -3.19  -0.17
C -1.57 -1.47 -4.38  -0.03
C -0.60 -2.47 -4.34  -0.18
C -0.03 -2.92 -3.17  -0.04
C -0.47 -2.34 -1.96  0.24
N 0.04 -2.74 -0.75  -0.58
C -0.28 -2.22 0.48  0.64
O 0.27 -2.67 1.47  -0.67
H 0.73 -3.49 -0.74  0.42
C 1.01 -3.99 -3.16  -0.64
H 1.23 -4.31 -4.18  0.23
H 1.94 -3.63 -2.72  0.22
H 0.68 -4.86 -2.60  0.22
H -0.27 -2.91 -5.28  0.21
C -2.14 -1.04 -5.69  -0.62
H -1.35 -0.67 -6.35  0.22
H -2.63 -1.88 -6.19  0.22
H -2.87 -0.24 -5.56  0.22
H -2.74 -0.13 -3.18  0.21
H -2.60 -0.01 -0.72  0.22
H -1.63 -1.28 2.55  0.26
H -2.66 -0.10 1.70  0.18
H -1.06 1.56 0.41  0.22
H -3.30 4.28 1.43  0.22
H -1.61 4.44 0.97  0.22
H -2.68 3.36 0.06  0.19

Properties
- Kohn-Sham gap (eV) = 8.46
- net charge = 0
- SMILES = CC[C@@H](c1nnnn1C(C)(C)CC)N(CCCO)Cc1cc2cc(C)cc(C)c2[nH]c1=O
- LUMO (hartree) = -0.004
- DFT total energy (eV) = -38508.5684

A structure of composition C24H36N9O5S3Sn. Source: the Open Molecules 2025 dataset; level of theory: wB97M-V/def2-TZVPD.

Each line ends with the Löwdin charge.
Element x y z (Å)
Sn 0.55 -0.82 -0.09  1.34
C -0.66 -2.53 5.33  -0.03
N -1.11 -1.22 4.88  -0.14
C -1.70 -0.35 5.88  -0.04
C -0.72 -0.80 3.65  -0.43
O -0.08 -1.50 2.89  -0.02
C -1.16 0.61 3.26  -0.12
O -0.73 0.97 1.97  -0.21
C -1.74 1.56 1.18  -0.11
C -2.53 0.49 0.42  -0.43
O -2.06 -0.64 0.34  -0.07
N -3.65 0.88 -0.19  -0.12
C -4.40 -0.07 -1.01  -0.02
C -4.13 2.26 -0.16  -0.02
H -1.39 -2.92 6.03  0.09
H 0.31 -2.47 5.82  0.10
H -0.58 -3.19 4.48  0.09
H -2.30 -0.96 6.56  0.09
H -2.36 0.39 5.44  0.08
H -0.94 0.17 6.47  0.10
H -0.72 1.31 3.99  0.14
H -2.25 0.68 3.35  0.14
H -1.26 2.22 0.46  0.14
H -2.41 2.17 1.80  0.13
H -4.06 -1.07 -0.79  0.09
H -4.25 0.14 -2.07  0.10
H -5.46 0.02 -0.78  0.10
H -3.39 2.96 -0.56  0.10
H -4.40 2.57 0.86  0.09
H -5.02 2.33 -0.77  0.09
O -0.35 0.40 -4.34  0.06
C -0.02 1.71 -4.32  -0.26
C -0.19 2.42 -5.51  -0.01
C 0.13 3.76 -5.58  -0.07
C 0.62 4.42 -4.46  -0.09
C 0.80 3.72 -3.28  -0.03
C 0.49 2.36 -3.19  -0.08
C 0.72 1.64 -1.92  -0.42
O 0.12 0.48 -1.75  -0.27
N 1.48 2.20 -1.03  0.04
N 1.66 1.39 0.08  -0.21
C 2.08 2.03 1.10  -0.92
S 2.46 1.22 2.61  0.93
C 3.47 2.59 3.23  -0.51
C 2.78 3.88 2.83  -0.52
S 2.35 3.77 1.06  0.96
H -0.23 0.06 -3.43  0.06
H -0.57 1.88 -6.37  0.12
H -0.01 4.29 -6.51  0.11
H 0.87 5.47 -4.51  0.10
H 1.19 4.21 -2.40  0.11
H 4.47 2.53 2.81  0.08
H 3.53 2.49 4.32  0.08
H 3.43 4.74 2.95  0.08
H 1.87 4.04 3.41  0.08
N 2.24 -3.24 1.02  0.00
N 3.62 -3.13 0.92  -0.08
C 4.19 -2.26 0.06  -0.84
N 5.53 -2.24 0.10  0.09
S 3.38 -1.25 -1.02  0.64
H 1.90 -2.94 1.93  0.08
H 1.93 -4.18 0.79  0.10
H 4.20 -3.65 1.55  0.15
H 6.07 -2.87 0.66  0.11
H 6.01 -1.64 -0.55  0.10
N 1.47 -3.92 -2.16  0.13
C 0.24 -3.53 -2.63  -0.37
C -0.41 -4.25 -3.64  -0.01
C -1.65 -3.84 -4.07  -0.05
C -2.23 -2.71 -3.49  -0.06
C -1.53 -2.07 -2.50  -0.16
N -0.32 -2.45 -2.07  0.04
H 1.99 -4.52 -2.78  0.10
H 2.02 -3.18 -1.76  -0.02
H 0.07 -5.12 -4.08  0.11
H -2.16 -4.38 -4.85  0.11
H -3.20 -2.35 -3.81  0.11
H -1.93 -1.19 -2.02  0.08

Properties
- ΔE to the lowest compared entry with this formula, charge and spin (kJ/mol) = 67.5
- Kohn-Sham gap (eV) = 7.92
- net charge = +1
- LUMO (hartree) = -0.069
- DFT total energy (eV) = -87454.6278

A structure of composition C24H36NP2PtS4Sb. Source: the Open Molecules 2025 dataset; level of theory: wB97M-V/def2-TZVPD.

Each line ends with the natural charge from an NBO analysis.
Element x y z (Å)
Pt -15.94 3.07 -0.98  0.63
C -19.34 4.60 -0.66  -0.63
C -18.55 5.71 -1.33  -0.48
C -19.35 6.40 -2.48  -0.62
P -16.82 5.17 -1.90  0.99
C -15.71 6.67 -1.99  -0.61
C -16.43 7.98 -2.23  -0.60
C -14.43 6.56 -2.82  -0.63
C -16.90 4.42 -3.49  -0.46
C -16.69 5.15 -4.66  -0.17
C -16.60 4.54 -5.92  -0.31
C -16.65 3.16 -6.04  -0.20
C -16.95 2.40 -4.89  -0.29
C -16.97 2.98 -3.62  0.22
N -16.96 2.26 -2.49  -0.69
C -17.63 1.09 -2.41  0.19
C -18.93 0.96 -2.98  -0.24
C -19.55 -0.27 -3.05  -0.23
C -18.86 -1.36 -2.52  -0.31
C -17.61 -1.24 -1.85  -0.19
C -17.01 0.02 -1.67  -0.38
P -15.59 0.57 -0.57  0.98
C -14.14 -0.12 -1.50  -0.52
C -13.02 -0.72 -0.63  -0.61
C -13.43 0.84 -2.50  -0.62
C -15.99 -0.42 0.90  -0.56
C -17.49 -0.49 1.13  -0.61
C -15.34 0.18 2.17  -0.61
H -20.35 4.95 -0.56  0.18
H -18.95 4.36 0.33  0.27
H -19.23 3.70 -1.29  0.21
H -18.27 6.43 -0.57  0.23
H -19.94 5.68 -3.03  0.20
H -18.65 6.86 -3.20  0.21
H -20.05 7.13 -2.06  0.19
H -15.49 6.66 -0.85  0.33
H -16.78 8.07 -3.27  0.17
H -15.75 8.82 -2.06  0.20
H -17.29 8.18 -1.58  0.21
H -14.50 6.16 -3.82  0.20
H -13.69 5.94 -2.25  0.26
H -13.96 7.54 -2.87  0.19
H -16.74 6.24 -4.62  0.20
H -16.51 5.21 -6.78  0.19
H -16.52 2.71 -7.01  0.19
H -17.03 1.33 -4.97  0.21
H -19.36 1.88 -3.34  0.21
H -20.55 -0.39 -3.53  0.20
H -19.21 -2.39 -2.58  0.19
H -17.05 -2.10 -1.52  0.19
H -14.62 -0.95 -2.07  0.19
H -12.70 0.01 0.12  0.23
H -12.18 -1.02 -1.32  0.19
H -13.35 -1.61 -0.17  0.19
H -13.02 1.68 -1.97  0.26
H -14.08 1.15 -3.30  0.21
H -12.61 0.30 -2.97  0.18
H -15.53 -1.40 0.78  0.20
H -18.04 0.36 0.77  0.24
H -17.66 -0.48 2.22  0.20
H -17.88 -1.43 0.76  0.20
H -16.04 0.92 2.59  0.25
H -14.37 0.58 2.00  0.22
H -15.28 -0.65 2.93  0.17
S -15.13 6.55 1.15  -0.99
Sb -15.07 4.43 2.15  0.85
S -16.86 3.14 1.24  -0.99
S -13.75 3.74 -1.07  -0.38
S -13.04 3.48 0.80  -0.47

Properties
- 2S+1 = 3
- ΔE to the lowest compared entry with this formula, charge and spin (kJ/mol) = 0.0
- Kohn-Sham gap (alpha / beta) (eV) = 3.84 / 4.95
- net charge = -2
- LUMO (alpha / beta) (hartree) = 0.165 / 0.163
- DFT total energy (eV) = -98666.5019

A structure of composition C24H37AgN6. Source: the Open Molecules 2025 dataset; level of theory: wB97M-V/def2-TZVPD.

Each line ends with the natural charge from an NBO analysis.
Element x y z (Å)
Ag -0.31 -0.07 -0.44  0.88
C -2.99 -1.87 1.29  -0.60
C -3.29 -0.44 1.75  -0.23
C -3.07 0.60 0.64  -0.57
C -2.55 -0.08 3.03  -0.02
C -3.33 0.22 4.14  -0.20
C -2.78 0.60 5.35  -0.22
C -1.41 0.75 5.43  -0.24
C -0.58 0.48 4.35  0.05
C 0.89 0.85 4.50  -0.27
C 1.04 2.34 4.82  -0.60
C 1.58 0.00 5.58  -0.59
C -1.14 -0.01 3.15  0.11
N -0.32 -0.35 2.05  -0.60
C 0.67 -1.16 2.26  0.12
C 1.71 -1.45 1.35  0.00
C 2.81 -2.30 1.56  -0.26
C 3.57 -2.24 0.40  -0.36
C 2.90 -1.38 -0.49  0.17
N 1.78 -0.91 0.08  -0.65
C 3.34 -1.01 -1.89  -0.10
C 3.76 -2.28 -2.64  -0.59
C 4.56 -0.07 -1.80  -0.59
C 2.24 -0.32 -2.68  -0.60
H -3.59 -2.12 0.41  0.20
H -3.22 -2.58 2.08  0.21
H -1.94 -1.97 1.04  0.22
H -4.35 -0.40 2.00  0.20
H -2.03 0.58 0.27  0.14
H -3.27 1.60 1.01  0.21
H -3.74 0.39 -0.20  0.21
H -4.41 0.14 4.05  0.20
H -3.41 0.81 6.20  0.21
H -0.98 1.12 6.35  0.21
H 1.41 0.67 3.56  0.22
H 0.65 2.58 5.81  0.20
H 0.50 2.94 4.09  0.21
H 2.10 2.63 4.79  0.21
H 1.12 0.16 6.56  0.20
H 2.64 0.26 5.66  0.21
H 1.51 -1.06 5.35  0.21
H 0.73 -1.70 3.22  0.17
H 3.03 -2.84 2.47  0.21
H 4.51 -2.76 0.22  0.21
H 4.56 -2.81 -2.12  0.21
H 4.11 -2.03 -3.64  0.20
H 2.91 -2.96 -2.73  0.21
H 5.37 -0.55 -1.25  0.21
H 4.29 0.85 -1.28  0.20
H 4.92 0.18 -2.80  0.20
H 1.39 -1.00 -2.83  0.22
H 2.61 -0.01 -3.66  0.21
H 1.87 0.56 -2.16  0.20
N -0.72 -4.31 -1.31  -0.51
C -1.86 -4.10 -2.06  -0.11
C -1.95 -2.75 -2.21  -0.09
N -0.90 -2.14 -1.56  -0.55
C -0.18 -3.11 -1.04  0.19
H -0.36 -5.20 -1.01  0.42
H -2.47 -4.91 -2.41  0.22
H -2.70 -2.19 -2.74  0.22
H 0.72 -2.97 -0.46  0.24
N 0.31 3.38 0.33  -0.66
N 0.91 2.12 0.00  -0.70
H 0.90 3.90 0.97  0.33
H -0.56 3.18 0.81  0.35
H 1.35 1.67 0.79  0.36
H 1.63 2.29 -0.69  0.36

Properties
- Kohn-Sham gap (eV) = 7.62
- net charge = 0
- LUMO (hartree) = 0.023
- DFT total energy (eV) = -38428.1629

A structure of composition C24H37BaN2S. Source: the Open Molecules 2025 dataset; level of theory: wB97M-V/def2-TZVPD.

Each line ends with the natural charge from an NBO analysis.
Element x y z (Å)
Ba -0.36 0.06 -2.22  1.85
C -2.53 -1.40 -0.80  -0.49
C -1.84 -0.71 0.33  -0.32
C -1.02 -1.71 0.92  0.02
C -1.23 -2.90 0.22  -0.36
C -2.16 -2.73 -0.82  -0.07
C -2.63 -3.80 -1.78  -0.09
C -1.55 -4.05 -2.85  -0.58
C -2.88 -5.09 -1.01  -0.60
C -3.92 -3.37 -2.48  -0.60
C 0.01 -1.65 2.05  -0.10
C 0.76 -2.98 2.18  -0.60
C -0.63 -1.39 3.42  -0.60
C 1.09 -0.60 1.73  -0.60
C -2.52 0.53 0.90  -0.08
C -3.51 0.07 1.99  -0.61
C -1.57 1.58 1.50  -0.60
C -3.38 1.29 -0.13  -0.58
H -3.44 -1.03 -1.24  0.21
H -0.77 -3.85 0.44  0.22
H -0.60 -4.33 -2.39  0.21
H -1.41 -3.17 -3.48  0.16
H -1.86 -4.87 -3.50  0.22
H -1.96 -5.51 -0.62  0.21
H -3.35 -5.84 -1.65  0.21
H -3.54 -4.90 -0.17  0.22
H -3.77 -2.49 -3.11  0.19
H -4.69 -3.13 -1.74  0.22
H -4.30 -4.17 -3.11  0.22
H 0.10 -3.79 2.46  0.22
H 1.51 -2.89 2.97  0.21
H 1.28 -3.25 1.26  0.20
H -1.41 -2.12 3.61  0.22
H -1.06 -0.40 3.52  0.20
H 0.12 -1.50 4.20  0.21
H 1.63 -0.93 0.84  0.16
H 1.80 -0.55 2.56  0.22
H 0.68 0.39 1.57  0.21
H -3.01 -0.49 2.78  0.22
H -4.27 -0.58 1.55  0.21
H -4.00 0.93 2.43  0.20
H -1.06 1.21 2.39  0.21
H -2.15 2.45 1.81  0.22
H -0.82 1.90 0.77  0.18
H -4.23 0.69 -0.46  0.22
H -2.80 1.60 -1.01  0.14
H -3.79 2.18 0.34  0.23
N 3.80 0.92 -0.09  -0.77
C 3.59 2.11 -0.69  0.34
S 2.21 2.32 -1.60  -0.43
N 4.56 3.02 -0.54  -0.55
C 4.67 4.37 -0.92  0.12
C 3.59 5.16 -1.28  -0.19
C 3.80 6.50 -1.56  -0.20
C 5.06 7.06 -1.48  -0.21
C 6.14 6.26 -1.13  -0.18
C 5.95 4.92 -0.84  -0.24
H 3.05 0.24 -0.08  0.42
H 4.54 0.79 0.57  0.40
H 5.40 2.67 -0.09  0.40
H 2.60 4.75 -1.34  0.23
H 2.95 7.12 -1.82  0.22
H 5.21 8.11 -1.69  0.23
H 7.13 6.68 -1.06  0.23
H 6.79 4.30 -0.56  0.21

Properties
- ΔE to the lowest compared entry with this formula, charge and spin (kJ/mol) = 155.3
- Kohn-Sham gap (eV) = 5.80
- net charge = +1
- LUMO (hartree) = -0.141
- DFT total energy (eV) = -39992.6594

A structure of composition C24H37BrGeO5Sn. Source: the Open Molecules 2025 dataset; level of theory: wB97M-V/def2-TZVPD.

Each line ends with the natural charge from an NBO analysis.
Element x y z (Å)
Sn 1.39 1.16 -0.49  1.20
C -1.52 2.50 1.00  -0.09
C -1.95 2.32 -0.46  -0.09
O -1.13 1.38 -1.12  -0.58
C -1.54 1.26 -2.48  -0.03
C -0.72 -1.16 -2.64  -0.04
O 0.46 -1.48 -1.94  -0.55
C 0.95 -2.79 -2.10  -0.08
C 1.69 -3.18 -0.81  -0.07
O 1.00 -2.79 0.35  -0.52
C -0.23 -3.45 0.58  -0.08
C -1.13 -2.53 1.38  -0.08
O -1.54 -1.46 0.54  -0.53
C -2.48 -0.58 1.13  -0.09
C -1.88 0.40 2.13  -0.08
O -0.97 1.33 1.58  -0.52
H -2.37 2.85 1.59  0.18
H -0.73 3.24 1.05  0.22
H -1.87 3.29 -0.96  0.19
H -3.00 2.00 -0.52  0.17
H -1.49 2.23 -2.98  0.19
H -2.59 0.93 -2.47  0.17
H -0.89 -1.91 -3.41  0.18
H -1.55 -1.21 -1.92  0.19
H 1.64 -2.85 -2.95  0.18
H 0.13 -3.49 -2.30  0.17
H 2.64 -2.65 -0.78  0.20
H 1.89 -4.26 -0.82  0.17
H -0.06 -4.37 1.15  0.17
H -0.73 -3.71 -0.35  0.17
H -0.59 -2.17 2.26  0.18
H -2.02 -3.09 1.71  0.17
H -3.27 -1.16 1.63  0.17
H -2.92 -0.04 0.30  0.19
H -1.30 -0.15 2.88  0.20
H -2.70 0.93 2.64  0.17
Br 2.13 3.62 -0.28  -0.64
C 1.53 1.32 -2.77  -0.51
C 2.74 1.84 -3.23  -0.23
C 3.11 1.84 -4.57  -0.22
C 2.24 1.33 -5.50  -0.20
C 0.99 0.83 -5.11  -0.01
C 0.08 0.41 -6.12  -0.18
C -1.22 0.03 -5.81  -0.25
C -1.65 0.00 -4.52  -0.15
C -0.75 0.25 -3.34  -0.18
C 0.64 0.80 -3.73  -0.05
H 3.43 2.27 -2.51  0.21
H 4.06 2.26 -4.87  0.21
H 2.49 1.31 -6.56  0.20
H 0.41 0.46 -7.15  0.20
H -1.91 -0.24 -6.61  0.22
H -2.67 -0.28 -4.29  0.20
C 0.33 -0.52 5.36  -1.07
Ge 1.67 0.89 4.96  1.52
C 0.94 2.64 5.50  -1.08
C 3.20 0.49 6.15  -1.06
C 2.18 0.90 3.11  -0.73
H 0.17 -0.57 6.43  0.23
H 0.68 -1.49 5.01  0.23
H -0.64 -0.31 4.89  0.22
H 0.79 2.68 6.58  0.23
H -0.01 2.85 5.01  0.23
H 1.64 3.43 5.22  0.23
H 2.87 0.51 7.19  0.22
H 3.99 1.22 6.02  0.23
H 3.61 -0.50 5.94  0.23
H 2.52 -0.01 2.62  0.19
H 2.42 1.82 2.61  0.19

Properties
- ΔE to the lowest compared entry with this formula, charge and spin (kJ/mol) = 0.0
- Kohn-Sham gap (alpha / beta) (eV) = 7.21 / 6.73
- net charge = 0
- LUMO (alpha / beta) (hartree) = -0.015 / 0.000
- DFT total energy (eV) = -168111.1659

A structure of composition C24H37CaF3N4O4S. Source: the Open Molecules 2025 dataset; level of theory: wB97M-V/def2-TZVPD.

Each line ends with the Löwdin charge.
Element x y z (Å)
Ca -0.35 -0.47 0.22  1.27
C 0.18 2.93 2.17  -0.09
O 0.51 1.55 2.13  -0.25
C 0.41 0.94 3.40  -0.18
C 0.97 -0.48 3.33  -0.14
O 0.33 -1.30 2.37  -0.28
C -0.62 -2.25 2.84  -0.15
C -2.07 -1.78 2.75  -0.18
O -2.37 -1.51 1.40  -0.30
C -3.77 -1.46 1.16  -0.07
H 1.03 3.53 2.54  0.11
H -0.06 3.24 1.16  0.09
H -0.68 3.13 2.81  0.10
H 0.99 1.51 4.15  0.15
H -0.64 0.92 3.74  0.13
H 2.02 -0.43 3.03  0.13
H 0.92 -0.92 4.33  0.14
H -0.52 -3.13 2.19  0.14
H -0.40 -2.55 3.87  0.15
H -2.71 -2.59 3.14  0.15
H -2.23 -0.89 3.37  0.13
H -4.21 -2.46 1.22  0.11
H -4.28 -0.80 1.87  0.10
H -3.92 -1.05 0.16  0.09
O 1.77 -2.43 0.14  -0.10
C 1.47 -3.56 -0.65  -0.17
C 0.09 -3.56 -1.27  -0.25
C -0.28 -4.65 -2.07  0.00
C -1.50 -4.63 -2.71  -0.02
C -2.32 -3.52 -2.53  -0.02
C -1.89 -2.51 -1.70  -0.14
N -0.71 -2.52 -1.08  0.00
H 1.65 -2.65 1.06  0.08
H 1.61 -4.49 -0.08  0.14
H 2.19 -3.58 -1.48  0.14
H 0.40 -5.48 -2.18  0.13
H -1.80 -5.44 -3.35  0.12
H -3.28 -3.46 -3.02  0.12
H -2.50 -1.63 -1.54  0.09
F -4.52 2.85 -3.06  0.15
C -3.24 3.08 -2.71  -0.61
F -2.48 2.52 -3.65  0.10
F -3.05 4.41 -2.80  0.15
C -3.00 2.60 -1.30  -0.10
C -3.84 3.13 -0.34  0.03
C -3.73 2.71 0.98  -0.02
C -2.78 1.75 1.27  -0.16
N -1.97 1.23 0.36  -0.12
C -2.04 1.64 -0.92  -0.70
S -0.92 0.92 -1.98  0.65
H -4.58 3.87 -0.62  0.14
H -4.37 3.11 1.75  0.11
H -2.68 1.36 2.27  0.11
C 3.79 0.58 -2.58  -0.05
C 2.43 0.10 -2.02  -0.15
N 2.23 0.63 -0.68  -0.19
C 2.04 2.07 -0.74  -0.17
C 3.15 2.70 -1.60  -0.05
N 4.24 1.70 -1.72  -0.08
C 4.61 1.15 -0.39  -0.05
C 3.40 0.34 0.13  -0.14
H 3.70 0.93 -3.61  0.15
H 4.54 -0.21 -2.55  0.14
H 2.41 -0.99 -1.97  0.12
H 1.60 0.43 -2.65  0.08
H 2.06 2.45 0.27  0.11
H 1.06 2.28 -1.18  0.07
H 3.54 3.61 -1.15  0.15
H 2.79 2.94 -2.60  0.15
H 5.06 2.15 -2.14  0.20
H 4.85 1.99 0.27  0.14
H 5.49 0.53 -0.48  0.14
H 3.18 0.61 1.16  0.12
H 3.59 -0.73 0.09  0.12

Properties
- ΔE to the lowest compared entry with this formula, charge and spin (kJ/mol) = 123.3
- Kohn-Sham gap (eV) = 7.87
- net charge = +2
- LUMO (hartree) = -0.172
- DFT total energy (eV) = -77054.7794